{
  "formula": "C3H13N2",
  "method": "ωB97M-V/def2-TZVPD",
  "symbols": ["C", "N", "H", "H", "H", "H", "H", "H", "C", "C", "N", "H", "H", "H", "H", "H", "H", "H"],
  "coordinates": [[2.3188, 0.7039, 1.4049], [1.0534, -0.0696, 1.4013], [2.3679, 1.5117, 0.4850], [2.5712, 1.4045, 2.3147], [3.1499, 0.0458, 1.3413], [0.4953, -0.2439, 0.1800], [0.3807, 0.3535, 1.9826], [1.2374, -1.0017, 1.6775], [-2.2475, 0.2451, -0.4509], [-1.4518, -0.5068, -1.4343], [0.1024, -0.4002, -1.1005], [-2.3061, 1.2300, -0.6612], [-3.3625, -0.1449, -0.3226], [-1.9521, 0.2114, 0.6454], [-1.6302, -1.6501, -1.4168], [-1.7835, -0.4413, -2.3910], [0.6216, -1.1585, -1.5969], [0.4028, 0.5194, -1.4616]],
  "forces_ev_per_angstrom": [[0.6, 4.1, -0.8], [0.7, 0.8, -1.9], [-0.3, -2.3, 2.1], [-1.2, -1.7, -1.4], [0.6, -0.6, -0.4], [0.1, -0.2, -0.1], [-1.0, 0.4, 1.0], [0.0, -1.0, 0.8], [-2.8, -2.9, 3.3], [2.2, -4.5, 3.5], [-1.3, 0.7, -1.0], [-0.3, 3.3, -0.9], [2.3, 0.7, -0.8], [0.3, -0.4, -1.3], [0.3, 1.5, 1.0], [0.0, 1.7, -3.3], [-0.5, 1.0, 0.5], [0.1, -0.7, -0.2]],
  "spin_multiplicity": 1,
  "homo_energy_ev": -15.1302,
  "relative_energy_kj_mol": 224.9,
  "total_charge": 1,
  "lumo_energy_ha": -0.11196,
  "energy_ha": -231.31074
}

{
  "formula": "C2H2N2O3S",
  "method": "ωB97M-V/def2-TZVPD",
  "symbols": ["N", "C", "O", "H", "O", "C", "O", "N", "S", "H"],
  "coordinates": [[4.2437, -1.0532, -0.4174], [4.1131, -1.6935, 0.5682], [3.8971, -2.1619, 1.5979], [4.5676, -1.2536, -1.3232], [-0.7543, -0.3256, -0.0607], [-1.4406, -0.0058, 0.7852], [-2.0622, 0.2787, 1.6639], [-3.9220, 1.6879, -1.0089], [-5.1705, 2.0897, -0.1596], [-3.4720, 2.4373, -1.6455]],
  "forces_ev_per_angstrom": [[0.1, 1.3, -1.0], [-0.3, -0.2, 0.6], [-0.1, -0.8, 1.2], [0.3, -0.3, -0.8], [1.7, -0.8, -2.5], [1.7, -0.8, -1.8], [-3.4, 1.6, 4.4], [0.5, 0.8, -0.5], [0.8, 0.1, -0.7], [-1.2, -0.9, 1.3]],
  "spin_multiplicity": 1,
  "homo_energy_ev": [-8.7984, -8.8021],
  "relative_energy_kj_mol": 154.2,
  "lumo_energy_ha": [-0.05032, -0.05065],
  "energy_ha": -810.79304
}

{
  "formula": "C16H46N2O4",
  "method": "ωB97M-V/def2-TZVPD",
  "symbols": ["C", "C", "N", "C", "C", "C", "C", "H", "H", "H", "H", "H", "H", "H", "H", "H", "H", "H", "H", "H", "H", "H", "C", "C", "N", "C", "C", "C", "C", "H", "H", "H", "H", "H", "H", "H", "H", "H", "H", "H", "H", "H", "H", "H", "C", "O", "H", "H", "H", "H", "C", "O", "H", "H", "H", "H", "C", "O", "H", "H", "H", "H", "C", "O", "H", "H", "H", "H"],
  "coordinates": [[8.8007, 9.9008, 0.7056], [7.3559, 9.9924, 0.1214], [6.9163, 8.9186, -0.8264], [7.9760, 8.6720, -1.8671], [7.6757, 7.3966, -2.6217], [5.7087, 9.3474, -1.5061], [4.4794, 9.3643, -0.5071], [8.8233, 10.3658, 1.6912], [9.5221, 10.4303, 0.0833], [9.0691, 8.8743, 0.9553], [6.7633, 9.9242, 1.0336], [7.0787, 10.9515, -0.3161], [7.9982, 9.5221, -2.5489], [8.9786, 8.5497, -1.4572], [7.7104, 6.5647, -1.9182], [6.7641, 7.4184, -3.2189], [8.4806, 7.1520, -3.3148], [5.4480, 8.6991, -2.3426], [5.8979, 10.3208, -1.9588], [3.5610, 9.5197, -1.0733], [4.5069, 10.1396, 0.2585], [4.3952, 8.3904, -0.0248], [1.1046, 3.3168, 6.4503], [-0.0170, 4.1166, 7.1133], [0.1737, 5.5493, 7.0747], [0.1856, 6.0992, 5.6833], [-1.1817, 5.9826, 4.9861], [1.3460, 6.1009, 7.7443], [1.3153, 5.8298, 9.2359], [1.0925, 3.4198, 5.3652], [1.0000, 2.2549, 6.6727], [2.0815, 3.5452, 6.8764], [-0.9329, 3.9074, 6.5606], [-0.2320, 3.9533, 8.1693], [0.3568, 7.1745, 5.7322], [1.0055, 5.7019, 5.0849], [-1.8928, 6.4820, 5.6442], [-1.0679, 6.5165, 4.0427], [-1.5588, 4.9834, 4.7680], [1.4150, 7.1814, 7.6186], [2.2602, 5.7312, 7.2799], [2.2569, 6.2822, 9.5469], [1.2762, 4.7998, 9.5904], [0.4741, 6.3003, 9.7449], [6.4497, 0.1678, -2.4047], [6.9795, -0.6810, -3.4145], [5.6271, -0.2803, -1.8474], [7.1787, 0.3699, -1.6200], [6.2288, 1.1600, -2.7982], [6.4919, -0.5981, -4.2373], [11.1077, 6.7168, 7.5735], [11.0315, 7.5113, 8.7352], [12.1568, 6.4426, 7.4629], [10.4682, 5.8362, 7.6349], [10.8525, 7.2810, 6.6765], [10.9008, 6.8890, 9.4544], [6.2801, 4.5781, 2.6818], [5.7230, 4.6430, 1.3726], [7.3533, 4.7579, 2.7453], [5.9208, 5.3844, 3.3212], [6.1291, 3.6594, 3.2486], [5.8946, 5.5108, 0.9998], [0.0839, 3.6020, -1.1667], [-1.0970, 2.9720, -1.5185], [0.6322, 2.8692, -0.5747], [0.6968, 3.7592, -2.0543], [-0.0291, 4.5142, -0.5810], [-1.7528, 3.6532, -1.6844]],
  "forces_ev_per_angstrom": [[-0.8, 0.3, -0.4], [-0.1, -1.0, 0.8], [2.0, 0.0, -0.1], [-1.0, -0.1, 0.3], [0.6, -0.5, -0.3], [-1.2, 0.0, 1.3], [0.6, 0.0, -1.1], [-0.2, 0.4, -0.1], [0.2, -0.5, 0.0], [0.1, -0.1, -0.6], [-0.6, -0.2, -0.2], [0.6, 0.5, -0.1], [0.2, 0.3, -0.2], [-0.2, 0.3, 0.5], [-0.6, -0.1, 0.0], [-0.1, -0.1, 0.3], [0.1, 0.3, -0.2], [0.1, -0.2, 0.3], [-0.3, 0.5, 0.0], [0.0, 0.0, -0.1], [0.3, 0.0, -0.1], [0.1, 0.0, 0.0], [0.0, -0.7, 0.9], [0.1, 0.5, -0.2], [0.1, 2.3, -2.0], [-1.1, -0.4, 0.7], [0.7, 0.1, 0.2], [-0.8, -1.1, 0.4], [0.6, 0.3, 0.3], [0.2, 0.2, 0.1], [-0.3, -0.1, -0.1], [0.1, 0.3, -0.3], [-0.2, 0.0, 0.2], [0.3, -0.9, -0.1], [0.2, 0.0, 0.3], [0.1, -0.3, -0.2], [-0.2, 0.0, -0.2], [-0.4, 0.0, -0.1], [0.3, -0.1, 0.1], [-0.5, 0.0, -0.2], [0.5, -0.3, 0.1], [-0.1, -0.1, 0.8], [0.3, -0.2, -0.5], [0.0, 0.4, -0.2], [0.2, 0.3, 0.1], [0.3, -0.1, 0.4], [-0.4, 0.0, -0.4], [0.5, -0.4, -0.3], [-0.5, -0.1, -0.1], [-0.2, 0.2, 0.2], [0.7, -0.1, -0.3], [-0.6, 0.2, 0.3], [0.0, -0.5, -0.3], [0.0, -0.1, -0.1], [-0.2, 0.2, 0.2], [0.0, 0.2, 0.2], [0.5, 1.1, 0.7], [0.1, -0.8, 0.6], [0.4, -0.2, -0.7], [-0.6, 0.1, 0.0], [-0.5, -0.3, -0.8], [0.1, 0.1, 0.1], [1.4, -0.5, 0.2], [-1.5, -0.1, -0.1], [0.2, 0.2, 0.2], [0.1, 0.5, -0.1], [-0.1, 0.1, -0.1], [-0.2, -0.2, -0.1]],
  "spin_multiplicity": 1,
  "homo_energy_ev": -8.2896,
  "lumo_energy_ha": 0.01390,
  "energy_ha": -1047.51698
}